1.
This record from OMol25 describes a molecular structure, C23H33Cl2N2O6RuSi3. The level of theory is wB97M-V/def2-TZVPD.

Structure (ORCA input):
```
! RIJCOSX wB97M-V def2-TZVPD def2/J DEFGRID3
* xyz -2 2
Ru -1.158 -0.033 0.069
O -1.583 3.317 5.173
C -1.482 2.556 4.032
C -1.039 1.238 4.086
C -0.933 0.547 2.895
N -1.252 1.141 1.749
C -1.748 2.374 1.683
C -1.863 3.140 2.829
C -2.247 2.780 0.285
O -2.738 3.905 0.169
O -2.130 1.877 -0.599
C -0.522 -0.922 2.759
O -0.169 -1.517 3.776
O -0.604 -1.397 1.576
H -1.309 2.774 5.918
H -0.775 0.733 5.007
H -2.260 4.143 2.766
C 2.362 0.939 3.247
O 1.617 0.919 2.058
Si 2.124 0.021 0.723
C 3.795 0.844 0.314
C 2.601 -1.683 1.374
C 0.890 0.102 -0.664
Si 1.150 -1.363 -1.822
C 3.012 -1.611 -2.210
C 0.429 -1.097 -3.541
C 0.647 -3.035 -1.104
Si 0.953 1.751 -1.558
C 2.528 1.988 -2.625
C 0.966 3.230 -0.365
C -0.378 1.988 -2.883
H 3.430 1.116 3.065
H 2.248 0.003 3.803
H 1.989 1.756 3.872
H 4.516 0.662 1.115
H 3.679 1.924 0.206
H 4.228 0.461 -0.609
H 3.309 -1.555 2.198
H 3.107 -2.262 0.602
H 1.744 -2.247 1.732
H 3.428 -0.791 -2.796
H 3.123 -2.532 -2.790
H 3.620 -1.724 -1.312
H 0.977 -0.320 -4.075
H -0.625 -0.841 -3.500
H 0.531 -2.028 -4.104
H 1.491 -3.514 -0.604
H 0.315 -3.684 -1.916
H -0.175 -2.948 -0.397
H 3.463 1.805 -2.100
H 2.549 3.015 -3.002
H 2.498 1.326 -3.493
H 1.714 3.951 -0.708
H 1.205 2.950 0.660
H 0.004 3.741 -0.361
H 0.049 1.778 -3.867
H -0.715 3.027 -2.864
H -1.263 1.373 -2.749
Cl -2.287 -3.383 -3.357
C -3.305 -3.106 -1.959
C -4.409 -3.902 -1.812
C -5.309 -3.731 -0.757
C -5.049 -2.691 0.136
C -3.941 -1.900 -0.013
Cl -3.720 -0.553 1.098
C -2.930 -2.029 -1.054
N -1.901 -1.263 -1.168
H -4.571 -4.679 -2.551
H -6.175 -4.369 -0.645
H -5.722 -2.485 0.960
*
```

The value obtained for the HOMO-LUMO gap (spin up / spin down) is 4.6481 / 4.4555 eV. The calculation puts the highest occupied orbital energy (spin up / spin down) at -0.529 / -0.338 eV. As for the relative energy (zero: lowest compared OMol25 entry of this formula, charge and spin): 2.417 eV.

These are the Mulliken partial charges, in e, on atoms 1 to 4: atom 1 (Ru): -0.018, atom 2 (O): -0.588, atom 3 (C): 1.061, atom 4 (C): -0.653


2.
This record from OMol25 describes a molecular structure, C7H13LaNO4S. The level of theory is wB97M-V/def2-TZVPD.

Structure (ORCA input):
```
! RIJCOSX wB97M-V def2-TZVPD def2/J DEFGRID3
* xyz 3 1
C 1.466 -2.212 0.363
C 1.532 -0.767 0.665
O 1.645 -0.319 1.747
N 1.502 0.140 -0.468
C 2.490 1.227 -0.326
C 0.209 0.668 -0.743
C -0.720 -0.388 -1.394
C -1.973 -0.595 -0.641
O -1.788 -0.930 0.705
S -1.484 0.510 1.557
O -0.940 0.253 2.806
O -2.871 1.084 1.589
C -0.484 1.440 0.443
H 0.459 -2.544 0.149
H 1.804 -2.746 1.235
H 2.083 -2.449 -0.489
H 3.419 0.808 0.018
H 2.193 1.988 0.382
H 2.649 1.673 -1.294
H 0.348 1.424 -1.502
H -0.975 -0.083 -2.401
H -0.194 -1.327 -1.482
H -2.561 0.371 -0.673
H -2.622 -1.374 -1.119
H 0.207 1.953 1.100
H -1.157 2.180 0.029
La -4.236 0.015 -0.256
*
```

The value obtained for the HOMO-LUMO gap is 3.5625 eV. The calculation puts the highest occupied orbital energy at -18.648 eV. As for the relative energy (zero: lowest compared OMol25 entry of this formula, charge and spin): 0.600 eV.

These are the Mulliken partial charges, in e, on atoms 1 to 4: atom 1 (C): -1.391, atom 2 (C): 0.725, atom 3 (O): -0.405, atom 4 (N): 0.071


3.
This record from OMol25 describes 2 unconnected molecules or ions with the total composition C5H5N2O4. The level of theory is wB97M-V/def2-TZVPD.

Structure (ORCA input):
```
! RIJCOSX wB97M-V def2-TZVPD def2/J DEFGRID3
* xyz -1 1
C -1.741 0.470 -0.904
C 1.123 -1.003 0.611
C 3.208 1.634 -0.534
C -2.418 -0.068 0.289
C -0.126 -0.464 0.218
N -0.486 0.185 -0.960
N -1.264 -0.587 1.109
O 1.564 -1.417 1.721
O 2.479 1.773 -1.410
O 2.016 -0.972 -0.449
O 3.914 1.467 0.359
H -2.302 0.763 -1.794
H -3.113 0.462 1.007
H -3.109 -0.938 -0.082
H -1.197 -0.183 2.040
H 1.452 -1.124 -1.221
*
```

The value obtained for the HOMO-LUMO gap (spin up / spin down) is 5.2529 / 5.2536 eV. The calculation puts the highest occupied orbital energy (spin up / spin down) at -1.843 / -1.844 eV. As for the relative energy (zero: lowest compared OMol25 entry of this formula, charge and spin): 0.789 eV.

These are the Mulliken partial charges, in e, on atoms 1 to 4: atom 1 (C): -0.429, atom 2 (C): 0.430, atom 3 (C): 0.767, atom 4 (C): -0.250


4.
This record from OMol25 describes a molecular structure, C17H27FNO2P2Yb. The level of theory is wB97M-V/def2-TZVPD.

Structure (ORCA input):
```
! RIJCOSX wB97M-V def2-TZVPD def2/J DEFGRID3
* xyz 2 2
Yb 0.366 1.202 -0.867
P 2.039 -0.886 0.394
C 2.136 -1.596 -1.227
C 1.016 -1.551 -2.119
N -0.139 -0.813 -1.816
C -1.313 -1.302 -2.269
C -1.363 -2.306 -3.194
C -0.212 -2.832 -3.774
C 0.975 -2.354 -3.261
C -2.618 -0.744 -1.720
P -2.483 0.756 -0.675
H 1.950 -2.678 -3.642
H -2.356 -2.649 -3.534
H -0.248 -3.583 -4.568
H -3.293 -0.520 -2.562
H -3.104 -1.507 -1.086
H 3.725 2.228 -3.041
H 3.073 -1.518 -1.780
H 0.259 5.832 -1.568
O 2.905 1.776 -2.834
H 2.165 2.366 -3.064
H -0.142 1.392 0.916
O -0.156 5.108 -2.019
H -0.695 4.822 -1.228
C -2.617 2.022 -1.991
H -3.530 1.794 -2.560
H -2.700 3.030 -1.554
H -1.754 2.015 -2.680
C -4.173 0.868 0.038
H -4.178 1.644 0.819
H -4.930 1.129 -0.720
H -4.464 -0.083 0.511
C 2.016 -2.600 1.037
H 2.956 -3.070 0.734
H 1.864 -2.672 2.107
H 1.199 -3.104 0.516
C 3.789 -0.376 0.704
H 3.884 -0.108 1.766
H 4.509 -1.174 0.479
H 4.067 0.518 0.127
F -0.197 2.412 6.016
C -0.026 2.061 4.688
C 0.960 2.707 3.932
C 1.063 2.350 2.585
C -0.029 1.629 2.020
C -0.984 0.980 2.827
C -0.948 1.101 4.194
H 1.736 3.286 4.462
H 1.904 2.787 2.004
H -1.597 0.185 2.351
H -1.733 0.665 4.762
*
```

The value obtained for the HOMO-LUMO gap (spin up / spin down) is 7.6179 / 6.9043 eV. The calculation puts the highest occupied orbital energy (spin up / spin down) at -14.071 / -14.640 eV. As for the relative energy (zero: lowest compared OMol25 entry of this formula, charge and spin): 1.754 eV.

These are the Mulliken partial charges, in e, on atoms 1 to 4: atom 1 (Yb): 0.703, atom 2 (P): 0.747, atom 3 (C): -1.063, atom 4 (C): 0.770


5.
This record from OMol25 describes a molecular structure, C25H30N5O2PtS2. The level of theory is wB97M-V/def2-TZVPD.

Structure (ORCA input):
```
! RIJCOSX wB97M-V def2-TZVPD def2/J DEFGRID3
* xyz 1 3
Pt -0.151 0.089 0.547
N -2.689 -2.949 -1.341
C -2.038 -1.893 -0.823
O -0.826 -1.738 -1.005
C -2.844 -0.909 -0.009
C -2.065 -0.554 1.252
H -2.180 -3.636 -1.870
H -3.671 -3.087 -1.190
H -3.844 -1.300 0.208
H -2.964 -0.016 -0.628
H -1.920 -1.424 1.892
H -2.520 0.260 1.812
C 4.942 0.187 1.412
N 3.570 -0.223 1.644
C 2.932 -1.179 0.960
S 1.358 -1.660 1.447
N 3.567 -1.724 -0.076
C 3.026 -2.748 -0.962
H 5.210 0.935 2.153
H 5.063 0.629 0.419
H 5.633 -0.653 1.513
H 3.083 0.124 2.456
H 4.515 -1.434 -0.252
H 1.968 -2.870 -0.755
H 3.537 -3.697 -0.804
H 3.160 -2.437 -1.997
O -0.777 1.365 -1.407
S -0.095 2.279 -2.386
C 0.948 1.236 -3.418
C 0.869 -0.136 -3.268
C 1.631 -0.941 -4.108
C 2.449 -0.371 -5.072
C 2.513 1.013 -5.207
C 1.754 1.826 -4.383
C 1.257 3.144 -1.557
C 1.335 4.518 -1.725
C 2.349 5.227 -1.091
C 3.252 4.558 -0.281
C 3.158 3.179 -0.110
C 2.165 2.465 -0.758
H 0.218 -0.568 -2.516
H 1.564 -2.018 -4.014
H 3.029 -1.003 -5.732
H 3.151 1.457 -5.961
H 1.793 2.904 -4.488
H 0.606 5.027 -2.346
H 2.426 6.298 -1.227
H 4.040 5.106 0.221
H 3.864 2.669 0.531
H 2.096 1.385 -0.651
N 0.559 4.110 2.074
C -0.213 3.207 1.427
N -0.042 1.989 1.867
C 0.912 2.085 2.879
C 1.438 1.105 3.720
C 2.385 1.501 4.646
C 2.795 2.841 4.748
C 2.259 3.824 3.942
C 1.304 3.423 3.013
H 0.556 5.103 1.918
H -0.905 3.483 0.646
H 1.098 0.082 3.643
H 2.806 0.771 5.326
H 3.533 3.111 5.492
H 2.567 4.858 4.037
*
```

The value obtained for the HOMO-LUMO gap (spin up / spin down) is 6.8095 / 7.8384 eV. The calculation puts the highest occupied orbital energy (spin up / spin down) at -8.883 / -10.523 eV. As for the relative energy (zero: lowest compared OMol25 entry of this formula, charge and spin): 0.511 eV.

These are the Mulliken partial charges, in e, on atoms 1 to 4: atom 1 (Pt): 1.249, atom 2 (N): -0.416, atom 3 (C): 0.558, atom 4 (O): -0.433


6.
This record from OMol25 describes 5 unconnected molecules or ions with the total composition C17H40NO6S4. The level of theory is wB97M-V/def2-TZVPD.

Structure (ORCA input):
```
! RIJCOSX wB97M-V def2-TZVPD def2/J DEFGRID3
* xyz -1 1
C 2.760 -1.224 1.915
C 3.621 -0.990 0.801
C 3.184 -0.769 -0.701
O 3.626 -1.569 -1.569
O 2.302 0.219 -1.158
C 2.484 1.491 -0.481
C 1.254 1.932 0.458
C 0.239 0.753 0.834
C -1.194 1.445 1.192
C -2.377 0.985 0.225
C -2.604 -0.595 0.129
N -3.957 -1.044 0.532
H 2.139 -2.151 2.108
H 2.733 -0.411 2.722
H 4.746 -0.911 1.018
H 2.546 2.285 -1.312
H 3.460 1.586 0.098
H 1.708 2.305 1.448
H 0.691 2.822 0.020
H 0.047 0.005 0.006
H 0.573 0.263 1.818
H -1.478 1.134 2.262
H -1.113 2.595 1.171
H -3.350 1.421 0.662
H -2.273 1.482 -0.809
H -2.297 -0.942 -0.934
H -1.848 -1.092 0.862
H -4.008 -2.020 0.181
C 7.752 -4.549 -1.501
S 7.092 -3.111 -0.631
O 7.588 -3.174 0.779
C 5.377 -3.666 -0.628
H 8.834 -4.436 -1.585
H 7.525 -5.459 -0.943
H 7.316 -4.601 -2.500
H 5.299 -4.632 -0.124
H 5.018 -3.747 -1.654
H 4.778 -2.932 -0.095
C -4.377 -5.761 3.120
S -5.137 -4.572 1.990
O -4.061 -4.041 1.111
C -5.477 -3.317 3.240
H -4.046 -6.624 2.542
H -3.518 -5.306 3.617
H -5.113 -6.082 3.860
H -4.549 -3.015 3.727
H -6.177 -3.717 3.978
H -5.924 -2.453 2.747
C 1.035 6.061 0.719
S 2.445 5.686 -0.343
O 3.352 4.777 0.421
C 3.165 7.341 -0.287
H 0.455 5.148 0.858
H 1.384 6.420 1.689
H 0.410 6.817 0.241
H 3.380 7.618 0.746
H 2.470 8.055 -0.732
H 4.092 7.333 -0.861
C -5.232 0.249 -2.637
S -4.351 1.630 -3.395
O -4.780 2.877 -2.691
C -5.230 1.570 -4.973
H -4.867 0.122 -1.610
H -6.303 0.457 -2.618
H -5.035 -0.663 -3.203
H -6.302 1.695 -4.807
H -5.034 0.615 -5.463
H -4.864 2.381 -5.604
*
```

The value obtained for the HOMO-LUMO gap is 2.6531 eV. The calculation puts the highest occupied orbital energy at -1.327 eV.

These are the Mulliken partial charges, in e, on atoms 1 to 4: atom 1 (C): -0.643, atom 2 (C): -0.182, atom 3 (C): 0.622, atom 4 (O): -0.582


| no. | maximum force (eV Å⁻¹) |
| --- | --- |
| 1 | 1.2 |
| 2 | 7.9 |
| 3 | 3.2 |
| 4 | 3.7 |
| 5 | 0.7 |
| 6 | 4.9 |